1.
{
  "formula": "C3HBrNO3",
  "method": "ωB97M-V/def2-TZVPD",
  "homo_ev": -3.28,
  "e_above_lowest_ev": 1.555,
  "total_charge": -1,
  "energy_ev": -80801.30060,
  "homo_lumo_gap_ev": 6.70,
  "max_force_ev_per_a": 4.46,
  "symbols": ["C", "C", "C", "N", "O", "O", "O", "Br", "H"],
  "xyz": [[-0.4547, 0.7680, -1.0729], [-1.6183, 1.1062, -0.3672], [1.8273, -1.1947, 0.3815], [-1.2299, -0.2230, -0.3649], [-2.5832, 1.7706, 0.0361], [2.8664, -1.1355, -0.1497], [0.8802, -1.5922, 0.8864], [1.1671, 1.4353, 0.3027], [-0.8550, -0.9346, 0.3482]]
}

2.
{
  "formula": "C3HCl2N3O2",
  "method": "ωB97M-V/def2-TZVPD",
  "homo_ev": -9.91,
  "e_above_lowest_ev": 0.000,
  "energy_ev": -36734.03554,
  "homo_lumo_gap_ev": 9.28,
  "smiles": "O=[N+]([O-])c1nc(Cl)[nH]c1Cl",
  "max_force_ev_per_a": 2.71,
  "symbols": ["O", "O", "Cl", "Cl", "N", "C", "C", "C", "N", "N", "H"],
  "xyz": [[-0.2763, -1.9804, 2.1576], [1.1682, -2.5507, 0.5961], [-1.8258, 2.8772, 0.1214], [1.7111, -0.8133, -1.7454], [-0.9270, 0.4417, 0.8699], [-0.9344, 1.4003, 0.0027], [0.5619, -0.0488, -0.7336], [0.0320, -0.4970, 0.4515], [-0.0259, 1.1713, -1.0040], [0.3244, -1.7637, 1.0889], [0.1916, 1.7634, -1.8050]]
}